a.
Molecular formula: CH6N3OS
Method: DFT, the ωB97M-V functional and the def2-TZVPD basis

XYZ file:
```
12
Properties=species:S:1:pos:R:3
N -0.2589 1.1942 -1.6807
C 0.2304 0.5720 -0.6293
O 1.0779 1.2138 0.1113
N -0.0926 -0.6842 -0.3236
N 0.3101 -1.1777 0.9405
S -0.9979 -1.4206 2.0366
H -0.9414 0.7838 -2.2970
H 0.0543 2.1351 -1.8789
H 1.4027 0.6826 0.8639
H -0.7942 -1.1908 -0.8544
H 0.8340 -2.0441 0.8300
H -0.8245 -0.0640 2.8815
```

The structure (SMILES) is N/C(O)=[NH+]/NS. Its gap between HOMO and LUMO is 10.349 eV. The LUMO energy is -3.58 eV. The highest occupied orbital energy comes out at -13.9 eV. As for the charge: +1. Its spin multiplicity is 1.

---

b.
Molecular formula: CH6N3OS
Method: DFT, the ωB97M-V functional and the def2-TZVPD basis

XYZ file:
```
12
Properties=species:S:1:pos:R:3
C -0.2477 0.4421 -0.5279
N -0.2311 0.1143 -1.8233
N 0.9276 0.8675 0.1697
N 0.6448 1.1975 1.4303
O -1.2038 0.0844 0.2508
S -0.5288 0.0443 1.9507
H 0.7005 0.1431 -2.2124
H -0.9609 -0.3577 -2.4290
H 1.7961 1.0803 -0.2210
H 0.5033 2.1605 1.6263
H -0.4514 -3.1071 0.6657
H -0.9488 -2.6691 1.1200
```

Its gap between HOMO and LUMO is 9.016 eV. The LUMO energy is -5.21 eV. The highest occupied orbital energy comes out at -14.2 eV. As for the charge: +1. Its spin multiplicity is 1.

---

Most favorable first, least favorable last: a, b

---

a.
Molecular formula: C6H4O
Method: DFT, the ωB97M-V functional and the def2-TZVPD basis

XYZ file:
```
11
Properties=species:S:1:pos:R:3
C 3.4906 -0.6251 0.6636
C 2.3734 -0.2033 0.5144
C 1.0127 0.2947 0.5493
O 0.5186 0.6107 1.6147
C 0.1687 0.3423 -0.6371
C -1.0112 0.2290 -0.8899
C -2.4418 0.1069 -0.6690
H 4.4793 -0.9928 0.8261
H -2.9603 1.0550 -0.8249
H -2.4889 -0.1220 0.4038
H -2.9266 -0.6964 -1.2241
```

The structure (SMILES) is C#CC(=O)C#CC. Its gap between HOMO and LUMO is 9.792 eV. The LUMO energy is -0.17 eV. The highest occupied orbital energy comes out at -10.0 eV. Its spin multiplicity is 1.

---

b.
Molecular formula: C6H4O
Method: DFT, the ωB97M-V functional and the def2-TZVPD basis

XYZ file:
```
11
Properties=species:S:1:pos:R:3
C -1.4608 2.6616 -0.9445
C -0.7706 1.6616 -0.5057
C -0.4063 0.6198 0.4412
C -0.8472 -0.6730 0.3879
C 0.3225 -1.4836 0.3250
C 1.3782 -0.6300 0.4110
O 0.9615 0.6349 0.5390
H -0.1140 1.4733 -1.3937
H -1.8776 -0.9855 0.2730
H 0.3658 -2.5406 0.1195
H 2.4484 -0.7384 0.3474
```

Its gap between HOMO and LUMO is 8.790 eV. The LUMO energy is -0.23 eV. The highest occupied orbital energy comes out at -9.0 eV. Its spin multiplicity is 1.

---

c.
Molecular formula: C6H4O
Method: DFT, the ωB97M-V functional and the def2-TZVPD basis

XYZ file:
```
11
Properties=species:S:1:pos:R:3
C 0.2996 3.5996 0.5165
C 0.1943 2.3973 0.5731
C 0.0950 1.0325 0.6556
C 0.0491 -0.1817 0.7529
C 0.0641 -1.5675 0.8369
C -0.3565 -1.9168 -1.4424
O -0.0551 -2.3049 -0.2637
H 0.3968 4.6595 0.4830
H 0.2627 -2.1580 1.7143
H -0.3222 -2.6773 -2.2083
H -0.6279 -0.8827 -1.6180
```

Its gap between HOMO and LUMO (spin up / spin down) is 7.090 / 6.805 eV. The LUMO energy (spin up / spin down) is -0.16 / -0.53 eV. The highest occupied orbital energy (spin up / spin down) comes out at -7.2 / -7.3 eV. Its spin multiplicity is 1.

---

d.
Molecular formula: C6H4O
Method: DFT, the ωB97M-V functional and the def2-TZVPD basis

XYZ file:
```
11
Properties=species:S:1:pos:R:3
O 1.0859 1.4658 1.0075
C 0.3921 0.6149 1.5263
C 0.1810 -0.7291 0.9564
C 0.4307 -0.9813 -0.3411
C 0.3712 0.1242 -1.2534
C 0.2578 1.4414 -1.8070
C -0.8092 0.5268 -1.7221
H -0.1156 0.8157 2.4880
H -0.2626 -1.4947 1.5813
H 0.2966 -1.9604 -0.7965
H -1.8279 0.1768 -1.6393
```

The structure (SMILES) is O=C/C=C\C1=C=C1. Its gap between HOMO and LUMO is 8.574 eV. The LUMO energy is -0.27 eV. The highest occupied orbital energy comes out at -8.8 eV. Its spin multiplicity is 1.

---

Most favorable first, least favorable last: a, b, d, c